Entry 1:
Formula: C4H3Cl2N
Source: the Open Molecules 2025 dataset
Level of theory: ωB97M-V/def2-TZVPD

Gap between HOMO and LUMO = 7.067 eV
Relative energy (zero: lowest compared OMol25 entry of this formula, charge and spin) = 126.0 kcal/mol
HOMO level = -7.8159 eV
LUMO energy = -0.75 eV
Total charge = 0

Last column: Löwdin charge in e.
Element x y z (Å)
C 1.662886 -0.018379 2.571561  -0.627
C 0.793936 0.227230 1.578751  -0.643
C 0.034301 0.074613 -0.903717  0.011
C -0.647651 -0.312303 -2.144395  -0.002
N 0.563261 0.017064 0.149504  0.109
Cl 1.241613 0.425344 4.166188  0.526
Cl -1.001290 0.936953 1.952887  0.331
H -1.413758 -0.835439 -1.736505  0.050
H -0.039389 -0.946370 -2.865480  0.132
H -1.193909 0.431287 -2.768795  0.112

Atoms 1-3, force components in eV/Å:
C -0.15 -0.17 -2.45
C -2.28 0.56 0.17
C 2.51 -0.40 2.55

***

Entry 2:
Formula: C4H3Cl2NS
Source: the Open Molecules 2025 dataset
Level of theory: ωB97M-V/def2-TZVPD

Gap between HOMO and LUMO (alpha / beta) = 6.512 / 6.535 eV
⟨S²⟩ = 2.070
HOMO level (alpha / beta) = -6.5054 / -9.0329 eV
Multiplicity = 3
LUMO energy (alpha / beta) = 0.01 / -2.50 eV
Total charge = 0

Last column: Löwdin spin population.
Element x y z (Å)
C -0.886249 -1.457526 1.558732  0.257
C -0.955107 -0.384902 0.605421  0.102
C -0.050216 -0.042199 -0.267642  0.638
C 0.294501 -1.992200 1.932022  0.042
N 0.638403 0.777861 -0.995081  0.235
S 1.724100 -1.529307 1.127644  0.569
Cl -2.613186 0.209704 0.319676  0.113
Cl 0.434895 -3.106059 3.286635  -0.014
H -1.771193 -1.736490 1.931656  0.016
H 1.008093 0.436160 -1.917134  0.019
H 1.318290 1.349188 -0.536233  0.024

Atoms 1-3, force components in eV/Å:
C 1.48 1.91 -1.61
C -0.06 -0.67 -1.44
C -0.40 -1.39 2.56

***

Entry 3:
Formula: C4H3Cl3NS
Source: the Open Molecules 2025 dataset
Level of theory: ωB97M-V/def2-TZVPD

Gap between HOMO and LUMO = 8.801 eV
Relative energy (zero: lowest compared OMol25 entry of this formula, charge and spin) = 0.0 kcal/mol
HOMO level = -13.7655 eV
LUMO energy = -4.96 eV
Total charge = +1

Last column: Löwdin charge in e.
Element x y z (Å)
C -1.222568 1.381036 -0.483593  -0.732
C -0.511369 0.322649 0.800325  -0.569
C -0.576484 1.066320 -1.591478  -1.001
C 1.219739 -1.506158 0.760150  -0.068
N 0.361741 -0.506716 0.226075  -0.417
S 0.504497 -0.351242 -1.498913  1.104
Cl -2.470428 2.451565 -0.201503  0.798
Cl -1.106490 0.481534 2.372146  0.844
Cl -0.621551 1.881850 -3.110282  0.732
H 2.182898 -1.573833 0.313310  0.096
H 1.486278 -1.169240 1.716922  0.093
H 0.753737 -2.477764 0.696842  0.120

Atoms 1-3, force components in eV/Å:
C 1.65 -2.79 3.71
C -1.46 1.67 -3.91
C 1.02 -0.66 -1.13

***

Entry 4:
Formula: C4H3Cl3O4S
Source: the Open Molecules 2025 dataset
Level of theory: ωB97M-V/def2-TZVPD

Gap between HOMO and LUMO = 8.397 eV
Relative energy (zero: lowest compared OMol25 entry of this formula, charge and spin) = 0.0 kcal/mol
HOMO level = -9.3450 eV
LUMO energy = -0.95 eV
SMILES = OC(=S)[C@@H](O)Cl.O=C(Cl)C(=O)Cl
Total charge = 0

Last column: Löwdin charge in e.
Element x y z (Å)
C -1.249110 -0.934180 -0.223553  -0.952
C 2.529079 1.199007 0.037196  -0.818
C -2.306397 -0.168306 -0.937215  -0.650
C 2.414579 -0.190283 0.621849  -0.803
O -1.197024 -0.540206 1.102542  -0.054
O 2.571639 1.446231 -1.106340  0.129
O -3.289601 0.456348 -0.188600  -0.039
O 1.481026 -0.690471 1.149414  -0.014
S -0.255597 -2.010695 -0.835430  0.810
Cl 2.450111 2.301440 1.400245  0.751
Cl -1.181235 1.189448 -1.622650  0.580
Cl 3.850531 -1.202593 0.350623  0.719
H -2.777395 -0.754209 -1.735403  0.126
H -2.764802 0.801648 0.569269  0.103
H -0.275805 -0.903174 1.418048  0.112

Atoms 1-3, force components in eV/Å:
C -0.33 0.50 2.87
C -0.53 -0.13 0.75
C -0.59 1.07 -0.65

***

Entry 5:
Formula: C4H3ClFNO
Source: the Open Molecules 2025 dataset
Level of theory: ωB97M-V/def2-TZVPD

Gap between HOMO and LUMO (alpha / beta) = 7.472 / 7.475 eV
Relative energy (zero: lowest compared OMol25 entry of this formula, charge and spin) = 50.8 kcal/mol
HOMO level (alpha / beta) = -9.4836 / -9.4852 eV
LUMO energy (alpha / beta) = -2.01 / -2.01 eV
Total charge = 0

Last column: Löwdin charge in e.
Element x y z (Å)
C -1.664098 -0.049849 -0.645814  -0.075
C -0.792818 0.044095 -1.668251  -0.039
C 0.310811 -0.237020 0.172071  -0.400
C 1.231471 -0.415322 1.220987  -0.154
N -0.962372 -0.196466 0.527787  0.152
O 0.470302 -0.050727 -1.176762  0.100
F 2.519986 -0.702050 1.144674  0.060
Cl 1.750770 1.976900 1.419373  0.020
H -2.759576 0.088284 -0.555202  0.132
H -0.913886 -0.064062 -2.644620  0.088
H 0.809410 -0.393782 2.205756  0.117

Atoms 1-3, force components in eV/Å:
C -1.03 0.70 1.49
C 0.76 -0.27 3.87
C -2.43 0.00 -1.36

***

Entry 6:
Formula: C4H3ClIN2O3
Source: the Open Molecules 2025 dataset
Level of theory: ωB97M-V/def2-TZVPD

Gap between HOMO and LUMO (alpha / beta) = 5.449 / 5.448 eV
HOMO level (alpha / beta) = -3.0679 / -3.0671 eV
LUMO energy (alpha / beta) = 2.38 / 2.38 eV
Total charge = -1

Last column: Löwdin charge in e.
Element x y z (Å)
C 0.376063 0.216732 0.035080  -0.187
C -1.903433 -0.731480 -0.178968  -0.543
C -1.076863 0.319354 -0.059457  -0.312
C 1.170254 -0.839479 0.029146  -0.608
N 3.207152 -0.554702 0.565304  -0.173
N -1.567733 1.653936 0.003483  -0.370
O 3.615348 0.569831 0.168276  -0.297
O -0.873458 2.560695 -0.448946  0.069
O -2.655935 1.839337 0.553398  -0.050
Cl 0.772832 -2.487495 -0.042278  0.583
I -3.971198 -0.645490 -0.490394  0.810
H 0.885467 1.171967 0.114798  0.092
H -1.530636 -1.737968 -0.205568  -0.035
H 3.552138 -1.335233 -0.043875  0.020

Atoms 1-3, force components in eV/Å:
C -0.44 0.30 -0.01
C -0.66 0.71 -0.12
C 0.76 -1.97 0.02

***

Entry 7:
Formula: C4H3ClO
Source: the Open Molecules 2025 dataset
Level of theory: ωB97M-V/def2-TZVPD

Gap between HOMO and LUMO = 9.739 eV
Relative energy (zero: lowest compared OMol25 entry of this formula, charge and spin) = 117.4 kcal/mol
HOMO level = -9.4299 eV
LUMO energy = 0.31 eV
Total charge = 0

Last column: Löwdin charge in e.
Element x y z (Å)
C 2.104365 1.043710 -0.738353  0.092
C 1.007525 0.007336 -0.062986  -0.719
C -1.597261 0.150388 -0.229688  0.022
C -0.536160 -0.495668 0.173039  -0.139
O 1.820934 1.078446 0.506886  -0.076
Cl 1.954571 -1.474013 -0.001670  0.643
H -2.544147 -0.124910 -0.072674  0.025
H -1.523289 1.128818 -0.502041  0.043
H -0.686539 -1.314108 0.927486  0.109

Atoms 1-3, force components in eV/Å:
C -2.89 -0.97 0.36
C 0.20 -0.92 -1.26
C 2.50 0.25 0.28

***

Entry 8:
Formula: C4H3ClO2
Source: the Open Molecules 2025 dataset
Level of theory: ωB97M-V/def2-TZVPD

Gap between HOMO and LUMO (alpha / beta) = 7.281 / 7.280 eV
Relative energy (zero: lowest compared OMol25 entry of this formula, charge and spin) = 155.8 kcal/mol
HOMO level (alpha / beta) = -8.7559 / -8.7557 eV
LUMO energy (alpha / beta) = -1.47 / -1.48 eV
Total charge = 0

Last column: Löwdin charge in e.
Element x y z (Å)
C 1.275580 -0.649869 0.986741  0.040
C 2.090678 -0.544906 -0.162947  -0.527
C -0.248354 0.718672 0.150705  -0.570
C -1.569444 0.101559 0.100901  -0.153
O 2.902698 -0.190106 -0.925409  0.154
O 1.201353 -1.611425 0.004786  0.003
Cl -0.121909 2.346455 -0.115077  0.772
H -2.247129 0.671595 -0.550216  0.075
H -1.252642 -0.843264 -0.515487  0.132
H -2.030828 0.001286 1.026004  0.073

Atoms 1-3, force components in eV/Å:
C -1.54 2.02 0.98
C -0.34 -0.30 0.60
C 1.24 -0.52 1.17

***

Entry 9:
Formula: C4H3ClO4
Source: the Open Molecules 2025 dataset
Level of theory: ωB97M-V/def2-TZVPD

Gap between HOMO and LUMO = 8.367 eV
HOMO level = -9.4646 eV
LUMO energy = -1.10 eV
SMILES = O=C(O)C(=O)Cl.C=C=O
Total charge = 0

Last column: Löwdin charge in e.
Element x y z (Å)
C 0.423802 0.250702 -1.030328  -0.293
C -1.920381 -0.910874 1.020090  -0.461
C 0.906362 1.341483 -0.492130  0.000
C -2.784221 -0.731511 -0.239868  -0.689
O 0.001794 -0.727873 -1.556293  0.126
O -1.568015 -2.218179 1.386651  0.080
O -1.391252 -0.005355 1.638280  0.096
O -3.283656 -1.610876 -0.856169  0.112
Cl -2.795484 0.989662 -0.723194  0.729
H 0.580610 1.828214 0.481505  0.097
H 1.645547 1.890436 -1.035542  0.051
H -2.292567 -2.849126 1.051593  0.151

Atoms 1-3, force components in eV/Å:
C -0.74 -1.53 -0.79
C 2.75 -0.38 2.57
C -0.56 0.72 1.42

***

Entry 10:
Formula: C4H3CsMgO
Source: the Open Molecules 2025 dataset
Level of theory: ωB97M-V/def2-TZVPD

Gap between HOMO and LUMO (alpha / beta) = 5.662 / 4.154 eV
⟨S²⟩ = 1.112
Relative energy (zero: lowest compared OMol25 entry of this formula, charge and spin) = 8.0 kcal/mol
HOMO level (alpha / beta) = -11.3843 / -10.7660 eV
Multiplicity = 2
LUMO energy (alpha / beta) = -5.72 / -6.61 eV
Total charge = +1

Last column: Löwdin spin population.
Element x y z (Å)
C 2.103628 0.562534 3.022816  0.599
C 3.187130 1.128924 3.129699  0.029
H 4.122052 1.656055 3.251867  -0.004
Cs 2.189509 0.742889 -0.692801  -0.031
O -2.535844 -1.593431 -0.675354  -0.012
C -2.300720 -0.933828 -1.724669  0.180
C -1.317392 -0.013830 -1.985585  0.420
Mg -1.753551 -0.934781 1.045204  -0.229
H -2.128063 -1.472040 -2.766618  0.015
H -1.566748 0.857509 -2.604559  0.032

Atoms 1-3, force components in eV/Å:
C 1.02 0.60 -0.47
C -1.08 -0.48 -0.15
H -0.42 -0.28 -0.01

***

Energy
In order: -1129.15783 -1527.38330 -1987.39356 -2233.91736 -844.17855 -1247.11518 -689.43775 -764.63069 -915.33324 -449.14474
Unit: Eh